The following is a DFT calculation (ωB97M-V/def2-TZVPD) of a cluster of 2 separate species, CH3O2P in total at a distorted geometry.

Geometry as ORCA input:
```
! RIJCOSX wB97M-V def2-TZVPD def2/J DEFGRID3
* xyz 0 1
C -2.05286 0.61468 0.17235
O 2.43913 0.34525 -0.44630
O -1.11945 0.19974 0.79118
P 2.22889 -1.02662 0.07167
H 3.43761 -1.87781 -0.10718
H -2.73200 0.00079 -0.35081
H -2.20131 1.74397 -0.13090
*
```

Results
Kohn-Sham gap, eV: 8.63
E_HOMO, eV: -9.509
Relative energy (zero: lowest compared OMol25 entry of this formula, charge and spin), kJ/mol: 254.6
E_LUMO, eV: -0.88
E, Ha: -531.658523
Largest force on an atom, eV Å⁻¹: 3.061

Electronic structure analysis, Löwdin charges in units of e: number 1, C, carries -0.1563; number 2, O, carries -0.5786; number 3, O, carries -0.0251; number 4, P, carries 0.7506; number 5, H, carries -0.1483; number 6, H, carries 0.0502; number 7, H, carries 0.1074